# 1
ORCA calculation (wB97M-V/def2-TZVPD) on a molecular structure, C15H43BaO10.

```
69
Properties=species:S:1:pos:R:3:mulliken_charge:R:1
Ba -0.8973 -1.1930 3.7231 1.811
O 1.0989 -0.5941 -0.2167 0.271
C 0.1723 -0.3900 0.6584 1.077
O 0.5798 0.0083 1.7554 -0.874
O -0.9743 -0.9345 0.6079 -1.006
H 1.7078 -0.1009 0.3378 -0.143
C -2.5320 3.0419 -0.7747 -0.634
C -3.4820 1.7801 -0.9123 -0.279
O -3.3891 0.9846 0.1963 -0.471
H -2.7473 3.7574 0.0189 0.397
H -2.5507 3.6719 -1.6640 0.355
H -1.4805 2.7623 -0.7091 -0.171
H -3.2283 1.2150 -1.8092 0.161
H -4.5381 2.0431 -0.8529 0.335
H -2.5345 0.5673 0.0654 0.238
C 3.5460 -3.0467 -0.3874 -0.598
C 3.5985 -2.0611 -1.4495 0.213
O 4.2491 -2.5902 -2.5426 -0.562
H 3.3316 -4.0145 -0.8408 0.366
H 2.6315 -2.9139 0.1907 -0.166
H 4.4827 -3.0384 0.1701 0.314
H 4.0830 -1.1574 -1.0797 0.238
H 2.6164 -1.6975 -1.7518 -0.144
H 5.1443 -2.2781 -2.6933 0.329
C -0.7603 0.7834 -4.5135 -1.458
C -0.7476 0.2026 -3.1047 0.740
O 0.2909 -0.7275 -2.8579 -0.568
H -1.1015 0.0343 -5.2281 0.401
H 0.2187 1.1153 -4.8591 0.334
H -1.5210 1.5413 -4.7008 0.353
H -1.6669 -0.3477 -2.9041 0.221
H -0.7718 1.0032 -2.3655 -0.284
H 0.6912 -0.6556 -1.9883 0.255
C 0.9779 4.4956 -2.1149 -1.028
C 1.8948 3.8025 -1.1057 -0.228
O 1.2181 2.5741 -0.8387 -0.123
H 0.1219 4.9040 -1.5777 0.244
H 0.7215 3.7934 -2.9082 0.217
H 1.4317 5.3023 -2.6905 0.403
H 2.0192 4.3400 -0.1656 0.090
H 2.8543 3.4850 -1.5140 0.360
H 1.5652 1.8612 -1.3799 0.081
C -4.6913 -1.6068 4.4073 -1.100
C -4.2836 -2.5163 3.2951 -0.181
O -3.3864 -1.8246 2.5922 -0.373
H -3.9269 -1.4525 5.1689 0.239
H -5.5747 -1.9475 4.9473 0.368
H -5.0509 -0.6354 4.0678 0.303
H -5.1087 -2.7943 2.6393 0.299
H -3.7781 -3.4318 3.6024 0.314
H -3.2141 -2.2769 1.7632 0.167
C -0.5016 -4.3544 -0.3734 -1.007
C -0.1392 -4.3606 1.1346 -0.139
O -1.0046 -3.4046 1.8581 -0.412
H -0.4981 -3.3570 -0.8130 0.169
H -1.5640 -4.5770 -0.4723 0.366
H 0.0683 -5.0590 -0.9790 0.389
H 0.8708 -3.9946 1.3195 0.180
H -0.2631 -5.3691 1.5292 0.341
H -1.2214 -2.6515 1.3036 0.058
C 2.3743 3.3284 2.3261 -1.111
C 3.6318 2.5490 1.9700 -0.069
O 3.5496 1.2932 2.4770 -0.553
H 2.2775 3.1766 3.4011 0.368
H 1.4126 3.0730 1.8812 0.216
H 2.5534 4.3946 2.1870 0.413
H 4.5124 3.0343 2.3907 0.371
H 3.8842 2.6143 0.9116 0.120
H 2.7474 0.8213 2.2418 0.198
```

Summary:
Orbital gap ... 7.4446 eV
LUMO level ... -4.32 eV
Total charge ... +1
Relative energy (zero: lowest compared OMol25 entry of this formula, charge and spin) ... 141.3 kJ/mol

***

# 2
ORCA calculation (wB97M-V/def2-TZVPD) on a molecular structure, C23H30FeO3.

```
57
Properties=species:S:1:pos:R:3:nbo_charge:R:1
C 3.7892 -3.3097 1.6201 -0.618
C 2.9498 -2.1363 1.1949 -0.068
O 1.5721 -2.3929 1.5251 -0.563
C 0.7585 -1.3971 1.1042 0.760
C -0.6369 -1.6544 1.4318 -0.461
C -1.7264 -0.7176 1.4494 0.518
O -1.6476 0.4390 0.9776 -0.640
C -3.0651 -1.1809 2.0832 -0.485
C -3.8877 -2.1196 1.2081 -0.383
C -3.5208 -3.6096 1.2178 -0.395
C -2.1832 -3.9756 0.5496 -0.411
C -1.0317 -4.1576 1.5359 -0.388
C -0.7644 -2.8786 2.3073 -0.416
O 1.2793 -0.4573 0.5178 -0.675
H 4.8190 -3.1095 1.3168 0.195
H 3.7853 -3.4511 2.7044 0.195
H 3.4738 -4.2369 1.1338 0.198
H 3.2764 -1.2177 1.7019 0.187
H 3.0138 -1.9901 0.1098 0.190
H -2.8951 -1.6211 3.0781 0.187
H -3.6540 -0.2713 2.2448 0.214
H -4.9345 -2.0444 1.5422 0.178
H -3.8645 -1.7408 0.1764 0.204
H -3.5580 -3.9993 2.2464 0.181
H -4.3144 -4.1318 0.6629 0.184
H -2.3145 -4.9096 -0.0102 0.176
H -1.9045 -3.2031 -0.1745 0.228
H -1.2517 -4.9902 2.2221 0.164
H -0.1269 -4.4248 0.9811 0.197
H 0.1852 -2.9968 2.8609 0.217
H -1.5590 -2.7351 3.0657 0.174
C -1.6992 1.0965 -1.8106 -0.663
C -0.5310 1.0260 -0.9136 -0.059
C 0.1932 2.2287 -0.6423 -0.139
C 1.5960 2.3576 -0.2200 -0.323
C 1.8307 3.7248 0.1803 -0.354
C 0.6241 4.4972 -0.1043 -0.375
C -0.3628 3.6015 -0.6793 -0.370
Fe 1.2900 3.6029 -1.7185 0.433
C 0.8175 3.6351 -3.6296 -0.352
C 1.9784 2.7886 -3.3806 -0.350
C 2.9968 3.6051 -2.7389 -0.361
C 2.4730 4.9519 -2.5957 -0.375
C 1.1270 4.9730 -3.1413 -0.358
H -1.6308 0.3113 -2.5738 0.181
H -2.6548 1.0002 -1.2816 0.192
H -1.6934 2.0728 -2.3055 0.198
H -0.0860 0.0780 -0.7227 0.210
H 2.2765 1.5110 -0.1712 0.232
H 2.7331 4.1029 0.6517 0.193
H 0.4646 5.5423 0.1281 0.193
H -1.3627 3.8508 -1.0282 0.202
H -0.0719 3.3475 -4.1828 0.202
H 2.0904 1.7560 -3.7022 0.206
H 4.0101 3.2893 -2.5033 0.200
H 3.0263 5.8168 -2.2348 0.196
H 0.5033 5.8538 -3.2648 0.198
```

Summary:
Orbital gap (spin up / spin down) ... 1.9430 / 4.9114 eV
LUMO level (spin up / spin down) ... 4.83 / 4.82 eV
Total charge ... -2
Spin multiplicity ... 5

***

# 3
ORCA calculation (wB97M-V/def2-TZVPD) on 13 unconnected molecules or ions with the total composition C41H110N2O19.

```
172
Properties=species:S:1:pos:R:3:mulliken_charge:R:1
C 3.3247 1.0591 2.3565 -0.198
C 4.8542 1.5315 2.6581 -0.636
O 4.8240 2.5143 3.7516 -0.586
O 2.5404 2.0856 1.7839 0.023
H 2.8630 0.7336 3.2887 0.212
H 3.3597 0.2186 1.6635 0.297
H 5.3213 1.9738 1.7782 0.116
H 5.4889 0.6530 2.7743 0.440
H 4.7283 3.3228 3.2429 0.345
H 1.7337 1.7074 1.4263 0.038
C 3.9972 3.1764 -1.4260 0.860
C 5.2553 2.2866 -1.6569 -0.579
O 5.4737 1.3325 -0.6901 -0.518
O 3.9901 3.7413 -0.0918 -0.574
H 3.1574 2.4965 -1.5692 -0.614
H 3.9403 4.0672 -2.0517 0.318
H 6.1052 2.9682 -1.6227 0.351
H 5.1356 1.7515 -2.5990 0.256
H 5.9510 1.6961 0.0593 0.317
H 3.5036 3.1387 0.4754 0.202
C 1.5039 1.4643 -5.3444 0.782
C 1.5016 3.0049 -5.4906 -0.626
O 1.5147 3.5845 -4.2833 -0.426
O 1.1735 0.8444 -6.5746 -0.633
H 0.8385 1.0991 -4.5621 -0.150
H 2.4724 1.2285 -4.9036 -0.104
H 0.6672 3.3826 -6.0815 0.232
H 2.4262 3.3617 -5.9443 0.396
H 2.1003 4.3407 -4.3661 0.296
H 1.4298 -0.0774 -6.4961 0.301
C -2.3338 -0.7544 -5.3556 -0.699
C -1.4519 -1.6393 -4.4635 0.497
O -0.1256 -1.3305 -4.7023 1.025
O -1.7710 -0.7563 -6.7183 -0.680
H -2.4350 0.2558 -4.9590 0.242
H -3.3365 -1.1723 -5.4455 0.383
H -1.9084 -2.6208 -4.3357 0.357
H -1.6206 -1.2653 -3.4536 -0.404
H 0.2305 -0.9412 -3.9002 -0.109
H -0.8517 -0.4864 -6.6567 0.305
C 3.4952 -1.3666 -7.0362 -0.444
O 2.0688 -1.7134 -7.0414 -0.358
C 1.8177 -3.0222 -7.5761 -1.447
C 1.9173 -4.0713 -6.4803 1.350
N 0.5956 -4.2586 -5.9248 -0.448
C 0.6603 -5.2412 -4.7939 -1.325
C 0.9886 -4.6596 -3.3390 1.595
O 1.4795 -5.8029 -2.6413 -0.508
C 2.2105 -5.4360 -1.4262 -0.428
H 3.5740 -0.7887 -6.1154 -0.073
H 3.9071 -0.7695 -7.8498 0.303
H 4.1010 -2.2717 -6.9933 0.342
H 2.4335 -3.2901 -8.4346 0.372
H 0.8006 -2.9328 -7.9578 0.478
H 2.5071 -3.5779 -5.7079 -0.883
H 2.2060 -5.0293 -6.9128 0.628
H 0.4813 -3.3178 -5.5755 -0.010
H 1.4060 -6.0275 -4.9117 0.467
H -0.2717 -5.8053 -4.8300 0.260
H 0.1645 -4.2733 -2.7392 -0.048
H 1.7162 -3.8704 -3.5281 -0.666
H 2.5896 -6.4008 -1.0895 0.267
H 1.4803 -5.1734 -0.6607 0.189
H 3.0393 -4.7807 -1.6940 0.093
C -3.3701 0.3988 2.9305 -0.377
O -2.5737 0.5592 1.7801 0.083
C -1.9672 1.8091 1.8492 -0.087
C -1.0865 1.8693 0.6142 -1.140
N 0.0317 0.9448 0.7089 0.760
C 0.8921 0.8989 -0.5111 -1.139
C 0.2202 0.0431 -1.6281 -0.152
O 1.0720 -0.2724 -2.6818 0.065
C 1.9505 -1.3206 -2.4318 -0.747
H -3.8745 -0.5490 2.7426 -0.156
H -4.0541 1.2284 3.1094 0.234
H -2.5808 0.2467 3.6667 0.188
H -1.3895 1.9681 2.7598 -0.347
H -2.7792 2.5239 1.7153 0.474
H -0.6297 2.8493 0.4758 0.443
H -1.7274 1.7642 -0.2612 0.319
H -0.2980 0.0600 1.0673 -0.214
H 1.8733 0.5026 -0.2501 0.315
H 1.0377 1.9009 -0.9147 0.127
H -0.7575 0.3560 -1.9945 0.681
H 0.1130 -0.8881 -1.0719 -0.481
H 1.4215 -2.1434 -1.9511 0.235
H 2.7663 -1.0460 -1.7631 0.267
H 2.4449 -1.4551 -3.3939 0.021
C -4.9947 6.3873 2.1524 -1.391
C -4.6732 5.7248 3.5089 0.348
C -5.8330 4.7798 3.9623 -1.283
O -3.5230 4.9451 3.2714 0.100
H -6.0471 6.6438 2.0312 0.388
H -4.6855 5.7377 1.3336 0.295
H -4.4760 7.3417 2.0625 0.358
H -4.3842 6.5686 4.1356 0.377
H -5.5383 4.3138 4.9026 0.354
H -5.7034 3.9998 3.2120 0.306
H -6.8331 5.2026 4.0572 0.413
H -3.3312 4.5375 4.1191 -0.010
C -7.1173 -1.2427 4.7090 -1.248
C -6.0048 -1.3212 5.7067 0.521
C -5.0330 -2.4572 5.5974 -0.918
O -5.2786 -0.0618 5.7227 -0.461
H -7.6808 -0.3103 4.6729 0.355
H -7.7418 -2.1358 4.6860 0.347
H -6.5667 -1.1333 3.7747 0.180
H -6.5252 -1.4522 6.6554 0.273
H -5.3953 -3.2442 6.2588 0.410
H -3.9749 -2.4045 5.8540 0.163
H -5.0270 -2.7596 4.5502 0.155
H -5.7881 0.6571 6.1035 0.251
C -1.7222 -3.2327 -0.2485 0.128
C -3.1715 -2.7985 -0.5784 0.476
C -4.2046 -3.0300 0.5262 -1.034
O -3.2429 -1.3872 -0.7647 -0.660
H -1.4113 -3.0601 0.7819 -0.086
H -0.9172 -2.6802 -0.7330 -0.742
H -1.5669 -4.3029 -0.3844 0.487
H -3.5252 -3.2709 -1.4948 0.493
H -4.6651 -2.1249 0.9222 0.188
H -3.6112 -3.3968 1.3638 0.106
H -4.9453 -3.7079 0.1021 0.420
H -2.7877 -0.9437 -0.0452 0.144
C 5.5525 -5.2607 -3.7896 -1.295
C 5.8287 -3.9363 -4.3397 0.727
C 4.8866 -2.8541 -3.7824 -0.808
O 7.2380 -3.6081 -4.1712 -0.602
H 4.5535 -5.5854 -4.0805 0.255
H 5.5002 -5.2686 -2.7009 0.310
H 6.2670 -5.9413 -4.2526 0.391
H 5.6931 -4.0204 -5.4180 0.051
H 5.0415 -1.8695 -4.2235 0.489
H 5.0008 -2.8129 -2.6992 0.485
H 3.8599 -3.0786 -4.0719 -0.428
H 7.3305 -2.6530 -4.1430 0.326
C -0.0944 -3.5514 5.4247 -1.638
C -1.2521 -3.5826 4.5243 0.568
C -1.2053 -2.3882 3.6485 0.166
O -1.4594 -4.6732 3.6816 -0.570
H 0.1234 -2.5500 5.7960 0.297
H 0.8462 -3.6608 4.8848 0.362
H -0.0479 -4.3765 6.1354 0.396
H -2.1316 -3.6098 5.1676 0.123
H -2.1342 -2.0510 3.1886 -0.140
H -0.3602 -2.5232 2.9734 0.279
H -0.8924 -1.5910 4.3228 -0.181
H -2.3470 -5.0064 3.8326 0.357
C -0.9004 7.3200 2.6433 -1.342
C -0.4778 6.1766 1.7579 0.529
C 0.3285 4.9910 2.4634 -0.409
O -1.7019 5.7701 1.1579 -0.575
H -1.7470 7.0480 3.2737 0.272
H -1.1727 8.2136 2.0815 0.308
H -0.1934 7.5706 3.4340 0.375
H 0.1399 6.6401 0.9886 0.374
H 0.7389 4.2845 1.7419 -0.112
H -0.2804 4.3966 3.1446 -0.117
H 1.1751 5.3571 3.0443 0.506
H -2.3983 5.8327 1.8158 0.018
C -0.3411 0.9041 5.5033 -1.062
C -0.2815 2.2677 6.2225 0.511
C 1.0742 2.9428 6.1508 -1.541
O -1.2897 3.0803 5.6086 -0.421
H 0.4905 0.3570 5.9474 0.417
H -0.1147 0.9188 4.4371 0.108
H -1.2621 0.3303 5.6060 0.229
H -0.5059 2.0475 7.2662 0.191
H 1.5367 3.2704 5.2198 0.251
H 1.7384 2.1921 6.5790 0.426
H 1.0303 3.8471 6.7578 0.517
H -1.1311 3.9683 5.9368 0.297
```

Summary:
Orbital gap ... 8.9851 eV
LUMO level ... 0.26 eV
Total charge ... 0

***

# 4
ORCA calculation (wB97M-V/def2-TZVPD) on a gas-phase ion, C6H6NO (charge +1).

```
14
Properties=species:S:1:pos:R:3:nbo_charge:R:1
O 2.3829 -1.4725 -1.4001 -0.368
C 1.5783 -0.7936 -0.9183 0.770
C 0.9812 0.6452 -0.9196 -0.508
C 0.2069 0.4824 0.4638 -0.107
C -1.2151 0.3022 0.4189 -0.035
C -1.4538 -1.0147 0.3733 -0.274
C -0.3362 -1.8705 0.5624 0.229
N 0.7122 -0.9714 0.4571 -0.351
H 1.9144 1.3051 -0.8534 0.302
H 0.4425 1.0499 -1.8189 0.296
H 0.5645 1.0712 1.1564 0.257
H -1.7524 1.1973 0.1613 0.264
H -2.4499 -1.2701 0.2722 0.256
H -0.2315 -2.9348 0.4292 0.271
```

Summary:
Orbital gap ... 8.9230 eV
LUMO level ... -6.28 eV
Total charge ... +1
Relative energy (zero: lowest compared OMol25 entry of this formula, charge and spin) ... 110.2 kJ/mol

***

Which value of total charge does entry 4 give? +1

***

Which formula does entry 3 have? C41H110N2O19

***

Repeat the first record exactly.
ORCA calculation (wB97M-V/def2-TZVPD) on a molecular structure, C15H43BaO10.

```
69
Properties=species:S:1:pos:R:3:mulliken_charge:R:1
Ba -0.8973 -1.1930 3.7231 1.811
O 1.0989 -0.5941 -0.2167 0.271
C 0.1723 -0.3900 0.6584 1.077
O 0.5798 0.0083 1.7554 -0.874
O -0.9743 -0.9345 0.6079 -1.006
H 1.7078 -0.1009 0.3378 -0.143
C -2.5320 3.0419 -0.7747 -0.634
C -3.4820 1.7801 -0.9123 -0.279
O -3.3891 0.9846 0.1963 -0.471
H -2.7473 3.7574 0.0189 0.397
H -2.5507 3.6719 -1.6640 0.355
H -1.4805 2.7623 -0.7091 -0.171
H -3.2283 1.2150 -1.8092 0.161
H -4.5381 2.0431 -0.8529 0.335
H -2.5345 0.5673 0.0654 0.238
C 3.5460 -3.0467 -0.3874 -0.598
C 3.5985 -2.0611 -1.4495 0.213
O 4.2491 -2.5902 -2.5426 -0.562
H 3.3316 -4.0145 -0.8408 0.366
H 2.6315 -2.9139 0.1907 -0.166
H 4.4827 -3.0384 0.1701 0.314
H 4.0830 -1.1574 -1.0797 0.238
H 2.6164 -1.6975 -1.7518 -0.144
H 5.1443 -2.2781 -2.6933 0.329
C -0.7603 0.7834 -4.5135 -1.458
C -0.7476 0.2026 -3.1047 0.740
O 0.2909 -0.7275 -2.8579 -0.568
H -1.1015 0.0343 -5.2281 0.401
H 0.2187 1.1153 -4.8591 0.334
H -1.5210 1.5413 -4.7008 0.353
H -1.6669 -0.3477 -2.9041 0.221
H -0.7718 1.0032 -2.3655 -0.284
H 0.6912 -0.6556 -1.9883 0.255
C 0.9779 4.4956 -2.1149 -1.028
C 1.8948 3.8025 -1.1057 -0.228
O 1.2181 2.5741 -0.8387 -0.123
H 0.1219 4.9040 -1.5777 0.244
H 0.7215 3.7934 -2.9082 0.217
H 1.4317 5.3023 -2.6905 0.403
H 2.0192 4.3400 -0.1656 0.090
H 2.8543 3.4850 -1.5140 0.360
H 1.5652 1.8612 -1.3799 0.081
C -4.6913 -1.6068 4.4073 -1.100
C -4.2836 -2.5163 3.2951 -0.181
O -3.3864 -1.8246 2.5922 -0.373
H -3.9269 -1.4525 5.1689 0.239
H -5.5747 -1.9475 4.9473 0.368
H -5.0509 -0.6354 4.0678 0.303
H -5.1087 -2.7943 2.6393 0.299
H -3.7781 -3.4318 3.6024 0.314
H -3.2141 -2.2769 1.7632 0.167
C -0.5016 -4.3544 -0.3734 -1.007
C -0.1392 -4.3606 1.1346 -0.139
O -1.0046 -3.4046 1.8581 -0.412
H -0.4981 -3.3570 -0.8130 0.169
H -1.5640 -4.5770 -0.4723 0.366
H 0.0683 -5.0590 -0.9790 0.389
H 0.8708 -3.9946 1.3195 0.180
H -0.2631 -5.3691 1.5292 0.341
H -1.2214 -2.6515 1.3036 0.058
C 2.3743 3.3284 2.3261 -1.111
C 3.6318 2.5490 1.9700 -0.069
O 3.5496 1.2932 2.4770 -0.553
H 2.2775 3.1766 3.4011 0.368
H 1.4126 3.0730 1.8812 0.216
H 2.5534 4.3946 2.1870 0.413
H 4.5124 3.0343 2.3907 0.371
H 3.8842 2.6143 0.9116 0.120
H 2.7474 0.8213 2.2418 0.198
```

Summary:
Orbital gap ... 7.4446 eV
LUMO level ... -4.32 eV
Total charge ... +1
Relative energy (zero: lowest compared OMol25 entry of this formula, charge and spin) ... 141.3 kJ/mol